Entry 1:
# C36H48BrN7O5P2S

A 6-piece molecular cluster, C36H48BrN7O5P2S overall in a non-equilibrium geometry (ωB97M-V with the def2-TZVPD basis set, the Open Molecules 2025 dataset).

Each line ends with the Löwdin charge.
Geometry (Å):
1 C 1.622 -1.888 4.007  -0.10
2 C 2.356 -0.606 3.232  -0.26
3 O 1.390 0.380 2.711  -0.22
4 C 1.932 1.009 1.494  -0.18
5 C 1.185 2.432 1.158  -0.14
6 O 0.096 2.346 0.173  -0.20
7 C -1.058 1.570 0.705  -0.10
8 C -2.101 2.300 1.770  -0.43
9 Br -1.842 4.235 2.358  0.70
10 C -3.363 1.376 2.297  -0.50
11 S -4.543 2.197 3.532  0.60
12 C -3.550 -0.189 1.747  -0.34
13 P -5.070 -1.256 2.330  0.77
14 P -4.285 -2.908 3.570  0.51
15 O -5.311 -3.345 4.722  -0.42
16 O -3.838 -4.313 2.582  -0.29
17 O -2.809 -2.369 4.385  -0.26
18 C -2.474 -0.913 0.698  -0.15
19 N -2.760 -2.339 0.323  0.04
20 C -1.660 -2.826 -0.579  -0.01
21 C -0.391 -1.962 -1.117  -0.14
22 C 0.754 -2.661 -2.106  -0.13
23 C 2.213 -2.330 -1.356  -0.38
24 C 3.505 -2.962 -2.142  -0.11
25 C 2.026 -2.920 0.197  -0.12
26 N -0.165 -0.524 -0.742  0.11
27 C -1.225 -0.006 0.188  -0.04
28 H 2.434 -2.542 4.579  0.09
29 H 1.101 -2.628 3.233  0.07
30 H 0.883 -1.503 4.833  0.08
31 H 3.088 -0.122 4.042  0.14
32 H 3.019 -1.090 2.373  0.11
33 H 1.975 0.252 0.600  0.11
34 H 3.067 1.280 1.743  0.14
35 H 2.018 3.136 0.671  0.16
36 H 0.768 2.896 2.149  0.11
37 H -5.578 2.834 2.829  -0.10
38 H -5.701 -1.883 1.160  -0.06
39 H -4.220 -4.219 1.655  0.05
40 H -2.046 -2.951 4.051  0.08
41 H -1.726 -3.963 -0.936  0.13
42 H 0.769 -2.102 -3.155  0.13
43 H 0.587 -3.807 -2.274  0.12
44 H 2.371 -1.156 -1.227  0.12
45 H 4.473 -2.505 -1.613  0.09
46 H 3.517 -2.565 -3.243  0.07
47 H 3.619 -4.130 -2.043  0.09
48 H 1.514 -2.143 0.914  0.05
49 H 1.344 -3.898 0.144  0.09
50 H 3.068 -3.251 0.643  0.09
51 C -7.710 6.806 5.778  -0.12
52 C -6.303 6.674 5.696  -0.12
53 C -6.025 5.338 5.518  -0.15
54 N -7.214 4.657 5.494  0.00
55 C -8.248 5.545 5.646  -0.14
56 H -8.270 7.721 5.916  0.09
57 H -5.571 7.470 5.760  0.09
58 H -5.085 4.814 5.408  0.09
59 H -7.314 3.657 5.380  0.14
60 H -9.274 5.204 5.649  0.11
61 C -2.583 9.733 2.905  -0.11
62 C -1.176 9.602 2.823  -0.12
63 C -0.898 8.265 2.645  -0.14
64 N -2.087 7.584 2.621  -0.01
65 C -3.120 8.472 2.773  -0.14
66 H -3.143 10.648 3.043  0.09
67 H -0.444 10.397 2.887  0.09
68 H 0.042 7.741 2.535  0.10
69 H -2.187 6.584 2.508  -0.01
70 H -4.147 8.131 2.776  0.11
71 C 4.064 -5.039 -5.951  -0.12
72 C 5.453 -4.906 -6.189  -0.11
73 C 5.674 -3.616 -6.618  -0.14
74 N 4.467 -2.968 -6.651  0.00
75 C 3.480 -3.826 -6.241  -0.15
76 H 3.546 -5.924 -5.605  0.09
77 H 6.211 -5.668 -6.062  0.07
78 H 6.585 -3.106 -6.902  0.11
79 H 4.327 -2.006 -6.933  0.15
80 H 2.450 -3.501 -6.192  0.10
81 C -3.261 3.781 -3.711  -0.12
82 C -2.978 4.927 -2.929  -0.12
83 C -2.150 4.529 -1.903  -0.14
84 N -1.928 3.183 -2.036  0.02
85 C -2.597 2.719 -3.139  -0.14
86 H -3.882 3.736 -4.597  0.09
87 H -3.339 5.933 -3.097  0.09
88 H -1.703 5.087 -1.092  0.10
89 H -1.359 2.620 -1.417  0.09
90 H -2.545 1.676 -3.420  0.10
91 C 7.604 -9.333 -4.007  -0.12
92 C 8.921 -9.220 -4.513  -0.12
93 C 8.843 -8.555 -5.716  -0.14
94 N 7.525 -8.267 -5.956  -0.01
95 C 6.763 -8.733 -4.917  -0.15
96 H 7.302 -9.801 -3.079  0.09
97 H 9.829 -9.584 -4.049  0.09
98 H 9.611 -8.264 -6.420  0.10
99 H 7.170 -7.786 -6.772  0.14
100 H 5.689 -8.599 -4.914  0.10

The spin multiplicity is 1. The value obtained for the HOMO-LUMO gap is 5.8 eV. For the LUMO energy, the calculation gives -2.357 eV.

Entry 2:
# C36H49AsFIrN3S

C36H49AsFIrN3S as an isolated structure in a non-equilibrium geometry (ωB97M-V with the def2-TZVPD basis set, the Open Molecules 2025 dataset).

Each line ends with the Löwdin charge.
Geometry (Å):
1 Ir -0.486 -0.391 0.219  1.31
2 C 0.531 3.938 2.678  -0.03
3 C 1.243 2.692 2.140  -0.38
4 C 2.432 2.339 3.037  -0.07
5 C 1.658 2.877 0.688  -0.20
6 C 2.788 3.628 0.387  -0.01
7 C 3.164 3.844 -0.924  -0.04
8 C 2.412 3.292 -1.950  -0.02
9 C 1.271 2.532 -1.711  -0.16
10 C 0.565 1.979 -2.952  -0.34
11 C 0.573 0.452 -3.034  -0.08
12 C -0.842 2.515 -3.223  -0.05
13 C 0.914 2.343 -0.367  -0.34
14 N -0.322 1.696 0.019  -0.07
15 C -1.363 2.605 0.100  -0.23
16 C -1.301 3.925 -0.414  -0.01
17 C -2.363 4.790 -0.283  -0.04
18 C -3.526 4.394 0.380  -0.03
19 C -3.603 3.126 0.941  0.01
20 C -2.536 2.281 0.796  -0.21
21 F -2.581 1.079 1.407  0.01
22 H 0.258 3.796 3.725  0.09
23 H -0.374 4.173 2.118  0.07
24 H 1.192 4.804 2.623  0.09
25 H 0.538 1.855 2.182  0.09
26 H 3.057 3.211 3.229  0.08
27 H 3.056 1.566 2.587  0.06
28 H 2.078 1.988 4.007  0.08
29 H 3.372 4.058 1.190  0.12
30 H 4.039 4.437 -1.151  0.12
31 H 2.715 3.458 -2.976  0.12
32 H 1.190 2.313 -3.781  0.13
33 H -0.043 0.020 -2.241  0.00
34 H 1.579 0.048 -2.921  0.06
35 H 0.153 0.124 -3.986  0.10
36 H -1.580 2.106 -2.529  0.07
37 H -1.145 2.230 -4.231  0.09
38 H -0.879 3.602 -3.164  0.09
39 H -0.404 4.261 -0.910  0.12
40 H -2.284 5.787 -0.691  0.12
41 H -4.359 5.075 0.477  0.12
42 H -4.469 2.796 1.498  0.13
43 C -5.926 -3.003 -2.038  -0.01
44 C -4.696 -2.347 -1.501  -0.22
45 C -3.552 -2.171 -2.271  0.02
46 C -2.434 -1.583 -1.725  -0.09
47 N -2.379 -1.148 -0.453  -0.07
48 C -3.492 -1.294 0.290  -0.11
49 C -4.639 -1.879 -0.190  0.02
50 H -5.828 -3.237 -3.095  0.09
51 H -6.794 -2.357 -1.901  0.10
52 H -6.124 -3.929 -1.496  0.10
53 H -3.524 -2.493 -3.302  0.13
54 H -1.547 -1.442 -2.327  0.09
55 H -3.464 -0.921 1.299  0.09
56 H -5.496 -1.962 0.465  0.14
57 C 5.236 -1.019 0.416  -0.23
58 As 3.559 -1.744 -0.163  0.84
59 C 3.330 -3.404 0.777  -0.21
60 C 3.783 -2.166 -2.024  -0.21
61 S 2.134 -0.173 0.221  0.44
62 H 6.008 -1.771 0.256  0.06
63 H 5.172 -0.762 1.471  0.05
64 H 5.459 -0.122 -0.160  0.05
65 H 4.126 -4.082 0.468  0.06
66 H 2.363 -3.836 0.539  0.01
67 H 3.406 -3.221 1.847  0.05
68 H 4.718 -2.714 -2.136  0.06
69 H 3.829 -1.237 -2.590  0.05
70 H 2.954 -2.774 -2.373  0.02
71 C 0.896 -1.411 2.901  -0.09
72 N -0.463 -1.371 2.302  -0.31
73 C -1.326 -0.702 3.303  -0.05
74 C -0.919 -2.765 2.088  -0.14
75 C -0.290 -3.288 0.820  -0.24
76 C -0.126 -4.650 0.591  -0.03
77 C 0.339 -5.103 -0.635  -0.06
78 C 0.654 -4.188 -1.631  -0.07
79 C 0.502 -2.825 -1.405  -0.17
80 C 0.030 -2.356 -0.186  -0.32
81 H 1.278 -0.400 3.028  0.07
82 H 1.566 -1.966 2.252  0.03
83 H 0.834 -1.904 3.876  0.11
84 H -1.016 0.334 3.418  0.09
85 H -1.224 -1.211 4.266  0.11
86 H -2.367 -0.739 3.005  0.07
87 H -2.005 -2.753 1.976  0.12
88 H -0.687 -3.366 2.973  0.14
89 H -0.384 -5.360 1.368  0.13
90 H 0.452 -6.163 -0.812  0.12
91 H 1.015 -4.536 -2.591  0.12
92 H 0.741 -2.128 -2.201  0.08

The spin multiplicity is 2. As for the charge: +2. The value obtained for the HOMO-LUMO gap (spin up / spin down) is 5.6 / 5.2 eV. For the LUMO energy (spin up / spin down), the calculation gives -7.352 / -7.820 eV.

Sequential energy relative to the best compared isomer or geometry (same formula, charge and spin) output: 13.2041; 0.1692 eV